(1)
The following is a DFT calculation (wB97M-V/def2-TZVPD) of one molecule with the formula C13H12N4OS.

## Properties
**SMILES string**: Cc1cc(=O)n2[nH]c(SCc3ccccc3)nc2n1
**Orbital gap**: 8.96 eV
**Energy above the lowest of the compared OMol25 structures with the same formula, charge and spin**: 0.821 eV

XYZ file:
```
31
Properties=species:S:1:pos:R:3:forces:R:3:lowdin_charge:R:1
C 5.3789 2.1729 -0.0024 0.059 -0.053 -0.004 -0.0358
C 4.4809 0.9781 -0.0128 -0.027 -0.231 -0.031 -0.3309
C 4.9891 -0.2977 -0.0087 0.145 0.022 -0.007 0.0383
C 4.1582 -1.4568 0.0014 -0.038 0.008 0.012 -0.4355
O 4.4440 -2.6390 0.0055 -0.048 -0.352 0.000 0.0484
N 2.8092 -1.0622 0.0057 -0.345 0.711 -0.001 0.0757
N 1.6985 -1.8567 0.0111 0.033 -0.101 -0.003 0.1261
C 0.6412 -1.0110 0.0071 0.374 0.130 -0.004 -0.6442
S -0.9837 -1.5777 0.0105 -0.480 -0.111 0.007 1.0193
C -1.8018 0.0591 -0.0035 0.483 0.003 -0.005 -0.3910
C -3.2984 -0.0188 -0.0018 -0.034 -0.183 0.004 -0.2883
C -4.0124 1.1758 0.0189 0.036 -0.068 -0.001 -0.0453
C -5.3942 1.1646 0.0178 0.015 0.081 0.000 -0.0805
C -6.0806 -0.0389 -0.0033 -0.067 -0.070 -0.002 -0.0900
C -5.3765 -1.2290 -0.0234 -0.101 -0.046 -0.002 -0.0780
C -3.9914 -1.2188 -0.0230 0.080 0.059 0.003 -0.0768
N 1.0052 0.2461 0.0000 -0.503 0.092 0.001 0.1521
C 2.3596 0.2424 -0.0012 0.522 -0.593 0.013 -0.3337
N 3.1610 1.2616 -0.0101 -0.179 0.493 0.014 0.1587
H 5.5615 2.4777 1.0274 0.027 0.053 0.064 0.0862
H 4.8907 2.9973 -0.5137 0.008 0.045 -0.040 0.0782
H 6.3326 1.9497 -0.4718 0.100 0.033 -0.004 0.0767
H 6.0535 -0.4673 -0.0131 0.077 -0.034 -0.012 0.1170
H 1.7686 -2.8621 0.0145 0.122 0.055 -0.002 0.1705
H -1.4335 0.5929 0.8740 -0.036 0.032 -0.118 0.0930
H -1.4353 0.5764 -0.8918 -0.032 0.034 0.119 0.0937
H -3.4771 2.1140 0.0353 0.051 0.115 0.003 0.1176
H -5.9375 2.0976 0.0337 -0.043 0.078 0.002 0.1038
H -7.1602 -0.0468 -0.0039 -0.088 -0.005 0.000 0.1018
H -5.9033 -2.1712 -0.0396 -0.053 -0.077 -0.001 0.1044
H -3.4469 -2.1521 -0.0387 -0.059 -0.119 -0.005 0.0683
```
Forces are in eV/Å.



(2)
The following is a DFT calculation (wB97M-V/def2-TZVPD) of a 3-piece molecular cluster, C13H12O2 overall in a non-equilibrium geometry.

## Properties
**Orbital gap**: 6.23 eV
**Energy above the lowest of the compared OMol25 structures with the same formula, charge and spin**: 12.003 eV

XYZ file:
```
27
Properties=species:S:1:pos:R:3:forces:R:3:lowdin_charge:R:1
C -1.5567 1.8470 -0.8608 0.684 2.368 3.323 -0.3453
C -1.0167 3.0315 -1.4546 -0.353 -0.764 -1.475 -0.0146
C -0.1874 2.8203 -2.6055 -2.486 -1.186 0.095 -0.0724
C 0.0328 1.4576 -2.9782 1.876 0.801 0.288 -0.0894
C -0.2817 0.4191 -2.0914 1.199 -0.204 -3.488 -0.0778
C -1.1450 0.5325 -1.0466 1.285 0.871 -0.700 -0.2572
C -1.1686 -0.6457 -0.1820 -0.988 -6.268 3.617 -0.0834
C 0.0590 -0.9179 0.9237 -3.726 0.080 -3.917 -0.1685
C -0.0202 -0.2491 2.1047 2.197 3.715 2.376 -0.0434
C 1.0782 -0.4301 2.9561 -0.309 -0.485 0.100 -0.0386
C 1.9804 -1.5190 2.7425 1.130 3.802 9.846 -0.1537
C 1.9931 -2.1800 1.7144 -0.926 -4.780 -8.906 -0.1375
C 1.0062 -1.8513 0.7295 3.019 -3.188 -2.704 -0.3016
H -3.2851 0.9790 -0.1427 3.075 3.804 2.475 0.3540
H -1.3583 4.1110 -1.2433 0.403 -2.200 0.108 0.1374
H -0.2022 3.6783 -3.2840 1.119 -0.362 0.088 0.0968
H 0.7268 1.0586 -3.7862 -1.109 1.435 0.655 0.1156
H 0.2175 -0.4748 -2.5116 -0.803 -0.205 1.299 0.1255
H -2.1457 -1.1529 0.5351 2.186 2.625 -2.062 0.1882
H -1.0881 -1.6170 -0.8041 0.110 1.831 0.377 0.1144
H -0.6254 0.7304 2.1544 0.623 -1.961 0.179 0.1468
H 1.4259 0.1948 3.7582 -0.940 0.436 0.464 0.0947
H 2.6532 -1.9569 3.5649 -0.806 1.644 -0.802 0.1475
H 2.6827 -3.0217 1.4754 -0.642 0.710 0.309 0.1237
H 1.2272 -4.2518 0.4691 0.045 3.135 -2.483 0.3387
O -2.2766 2.0534 0.3385 -4.081 -3.957 -3.005 -0.0911
O 1.2748 -2.6453 -0.4757 -1.780 -1.697 3.943 -0.1088
```
Forces are in eV/Å.



(3)
The following is a DFT calculation (wB97M-V/def2-TZVPD) of C13H13Cl2N2OPdSbSeTe as an isolated structure in a non-equilibrium geometry.

## Properties
**Orbital gap (spin up / spin down)**: 5.66 / 5.59 eV
**Energy above the lowest of the compared OMol25 structures with the same formula, charge and spin**: 2.147 eV

XYZ file:
```
35
Properties=species:S:1:pos:R:3:forces:R:3:lowdin_charge:R:1
Pd -0.6174 1.0198 0.4476 -0.666 -0.340 1.206 0.2961
Cl -0.7554 -2.2876 -3.3906 -0.086 -0.002 0.002 0.7100
C -0.8431 -2.7542 -1.7181 -0.077 -0.097 -0.079 -0.5690
C -0.7325 -4.1182 -1.3990 0.000 0.046 0.031 -0.1245
C -0.7688 -4.5217 -0.0991 -0.031 0.010 0.019 -0.6096
Cl -0.6927 -6.2176 0.2752 0.028 -0.007 0.005 0.6867
C -0.8603 -3.5691 0.9481 0.031 -0.052 -0.011 -0.1671
C -0.8058 -3.8854 2.3223 -0.009 0.003 0.002 -0.0172
C -0.8157 -2.8800 3.2466 -0.028 0.010 -0.024 -0.0384
C -0.8668 -1.5476 2.7993 -0.050 0.047 0.066 -0.1416
N -0.9641 -1.2302 1.5336 0.082 0.107 -0.072 0.0348
C -0.9798 -2.2071 0.6024 0.102 -0.028 0.020 -0.1801
C -1.0471 -1.7701 -0.7700 -0.167 0.149 0.165 -0.4625
O -1.2638 -0.5212 -1.0439 0.460 -0.074 -0.242 -0.3194
H -0.6293 -4.8431 -2.1939 -0.002 0.003 -0.007 0.1062
H -0.7411 -4.9213 2.6253 0.004 0.000 0.000 0.0921
H -0.7713 -3.0900 4.3059 0.025 0.005 0.001 0.1069
H -0.8233 -0.7235 3.5035 -0.018 -0.001 0.000 0.0965
C 1.3752 0.4291 -4.2663 0.028 -0.509 0.088 -0.2747
Sb 0.7370 0.8627 -2.2883 0.545 1.172 0.155 1.0663
C -1.1078 1.8004 -2.7116 -0.260 -0.237 -0.093 -0.2613
C 1.8500 2.6801 -2.1687 -0.130 0.208 -0.399 -0.3711
H 1.0578 1.3182 -4.8093 0.042 -0.018 -0.059 0.0195
H 0.9104 -0.4640 -4.6684 -0.021 0.018 -0.033 -0.0292
H 2.4573 0.3276 -4.2884 0.011 0.059 0.011 0.0197
H -0.8550 2.7301 -3.2198 0.005 -0.018 -0.022 0.0255
H -1.6676 2.0054 -1.8045 0.055 0.015 0.029 -0.0025
H -1.6974 1.1446 -3.3480 -0.003 0.009 -0.005 0.0218
H 1.7804 3.2320 -3.1095 0.003 0.027 0.027 0.0118
H 2.8922 2.4678 -1.9452 0.001 -0.021 0.022 -0.0079
H 1.4167 3.2785 -1.3678 0.047 -0.030 0.045 -0.0139
Te 1.7998 0.2063 0.1219 0.018 -0.372 -0.584 0.5378
Se -2.3944 1.7918 2.1698 -0.195 0.308 -0.371 0.6372
C -1.2742 2.9740 1.3614 0.028 -0.259 0.059 -0.9165
N -0.4701 3.4506 0.6508 0.228 -0.132 0.047 0.0377
```
Forces are in eV/Å.



(4)
The following is a DFT calculation (wB97M-V/def2-TZVPD) of C13H13ClN2O2Zr as an isolated structure in a non-equilibrium geometry.

## Properties
**Net charge**: +2
**Orbital gap (spin up / spin down)**: 3.48 / 3.42 eV
**Energy above the lowest of the compared OMol25 structures with the same formula, charge and spin**: 5.129 eV

XYZ file:
```
32
Properties=species:S:1:pos:R:3:forces:R:3:lowdin_charge:R:1
Cl -1.5017 -4.8603 -1.0419 0.388 0.802 0.088 -0.1037
C 2.4943 -0.4038 -1.3479 -0.095 0.405 -0.524 -0.1451
C 2.0926 0.9723 -1.4718 0.022 -0.658 -0.886 -0.1394
C 0.9508 1.0215 -2.3534 0.774 -0.742 -0.211 -0.1158
H 2.6137 1.8365 -1.0572 -0.273 -0.326 0.102 0.1410
C 0.6720 -0.3189 -2.8039 0.648 0.019 0.228 -0.3792
C 1.6089 -1.2011 -2.1547 0.039 0.649 -0.833 -0.1410
H 1.6439 -2.2776 -2.3237 0.101 0.284 0.100 0.1512
H 3.3669 -0.7720 -0.8057 -0.347 0.132 -0.052 0.1470
H 0.4476 1.9155 -2.7322 0.094 -0.258 0.303 0.1527
C -0.3956 -0.7301 -3.7589 -0.279 -0.148 -0.518 -0.0264
Zr 0.3046 -0.2357 -0.4419 -0.866 0.552 2.716 1.5780
C -1.6400 -1.4137 -0.9174 -4.228 -1.855 -0.960 -0.0890
O -2.6843 -1.8827 -1.0486 3.608 1.729 0.469 0.1410
C 0.8097 -2.2980 0.4575 1.230 -3.958 2.045 -0.0560
O 1.0629 -3.2894 0.9860 -0.827 3.495 -1.816 0.1841
H -1.3680 -0.2955 -3.5055 0.131 0.004 -0.134 0.0898
H -0.5010 -1.8205 -3.7808 0.021 0.197 -0.029 0.1058
H -0.1464 -0.3934 -4.7789 -0.034 -0.122 0.363 0.1201
N 0.3058 2.6018 1.1030 -0.071 -0.406 -0.402 0.1319
C -0.3158 1.7516 2.0025 0.023 -0.093 0.172 -0.3514
C -0.5786 2.1415 3.3224 -0.078 -0.213 -0.189 0.0331
C -1.1865 1.2297 4.1762 0.341 0.263 -0.440 0.0206
C -1.5268 -0.0387 3.6881 -0.120 -0.831 -0.590 -0.0121
C -1.2284 -0.3810 2.3777 0.029 0.521 0.716 -0.1039
N -0.5792 0.4970 1.5502 -0.135 0.085 -0.293 -0.0806
H -0.0133 2.5828 0.1326 -0.119 0.382 0.612 0.0933
H 0.4887 3.5407 1.4371 0.062 -0.095 -0.168 0.1266
H -0.3118 3.1555 3.6207 -0.151 -0.317 0.080 0.1386
H -1.3977 1.4976 5.2093 0.007 -0.043 -0.219 0.1417
H -2.0131 -0.7768 4.3233 0.086 0.234 -0.140 0.1337
H -1.4743 -1.3548 1.9378 0.018 0.315 0.409 0.1134
```
Forces are in eV/Å.



(5)
The following is a DFT calculation (wB97M-V/def2-TZVPD) of C13H13N4O8PRu as an isolated structure.

## Properties
**Multiplicity**: 5
**Net charge**: +2
**Orbital gap (spin up / spin down)**: 8.74 / 7.61 eV

XYZ file:
```
40
Properties=species:S:1:pos:R:3:forces:R:3:lowdin_charge:R:1
Ru -0.0846 -0.3428 0.0613 0.077 -0.052 -0.086 1.3687
O 3.5029 -1.6633 2.4974 0.000 0.004 0.010 0.2097
C 2.4422 -1.4390 1.7712 -0.034 -0.055 0.057 -0.4385
O 2.2777 -0.4723 1.0403 -0.061 0.134 -0.128 0.0150
C 1.3986 -2.4949 1.8680 -0.015 0.041 -0.052 -0.1517
C 1.5129 -3.6785 2.5675 -0.022 -0.059 0.000 0.0709
C 0.4795 -4.6096 2.4644 0.010 0.015 -0.009 0.0414
C -0.6018 -4.3433 1.6384 0.044 -0.010 0.015 0.0777
C -0.6273 -3.1275 0.9753 0.045 0.003 0.039 -0.1520
N 0.3292 -2.2200 1.1158 -0.199 -0.013 0.100 0.0406
C -1.6821 -2.7362 -0.0184 -0.018 -0.155 0.037 -0.4685
O -2.6393 -3.3718 -0.2963 0.057 0.047 0.029 0.2227
O -1.3817 -1.5454 -0.6185 0.048 0.266 -0.035 -0.2456
H 4.1759 -0.9722 2.3790 0.010 0.005 -0.028 0.1692
H 2.3926 -3.8720 3.1651 -0.004 -0.008 -0.001 0.1434
H 0.5371 -5.5448 3.0048 0.001 0.004 0.001 0.1395
H -1.4091 -5.0476 1.4887 -0.002 -0.001 0.003 0.1491
O 3.5792 2.6694 -0.2355 -0.015 -0.118 -0.096 0.2002
N 3.2613 3.2739 0.7285 -0.073 0.102 0.105 0.0768
C 2.2317 3.2201 1.5271 0.135 0.048 0.088 -0.2190
C 2.1369 4.1101 2.6397 0.085 0.023 -0.031 -0.1343
N 2.0643 4.8174 3.5401 -0.067 -0.021 0.009 0.2417
C 1.2194 2.2386 1.3135 -0.176 0.302 0.362 -0.0791
N 0.3598 1.4844 1.2050 0.267 -0.450 -0.582 0.1185
C -0.0239 3.4396 -1.5177 -0.043 0.027 -0.037 -0.0459
O -0.4863 2.2603 -2.2151 0.218 -0.028 0.011 -0.2479
P -1.1816 1.0028 -1.5944 -0.114 -0.078 0.306 0.5701
O -2.4297 1.4121 -0.7625 -0.141 -0.095 -0.005 -0.2847
C -3.8097 1.4741 -1.2650 -0.010 0.109 -0.029 -0.0032
O -1.6757 0.2029 -2.8214 0.024 0.025 -0.041 -0.2555
C -1.0379 0.0790 -4.1281 0.007 -0.024 -0.012 -0.0063
H -0.1684 4.2730 -2.1974 0.000 -0.003 -0.004 0.1116
H 1.0394 3.3262 -1.3084 -0.038 0.000 -0.021 0.0735
H -0.6012 3.6020 -0.6095 -0.016 0.006 -0.002 0.0901
H -4.4127 1.7594 -0.4114 0.005 0.003 0.003 0.1025
H -4.0943 0.4937 -1.6342 0.017 -0.004 0.010 0.0985
H -3.8761 2.2229 -2.0495 0.001 0.000 0.002 0.1024
H -1.8104 -0.2945 -4.7902 0.001 -0.001 0.001 0.1073
H -0.2230 -0.6371 -4.0597 0.000 0.003 0.008 0.0987
H -0.6839 1.0507 -4.4582 -0.003 0.004 0.001 0.0924
```
Forces are in eV/Å.



(6)
The following is a DFT calculation (wB97M-V/def2-TZVPD) of one molecule with the formula C13H13N5O4 in a non-equilibrium geometry.

## Properties
**SMILES string**: C/C(=N\NC(=O)Cn1cc([N+](=O)[O-])cn1)c1ccc(O)cc1
**Orbital gap**: 8.28 eV
**Energy above the lowest of the compared OMol25 structures with the same formula, charge and spin**: 0.139 eV

XYZ file:
```
35
Properties=species:S:1:pos:R:3:forces:R:3:lowdin_charge:R:1
C -1.0631 -1.9981 -2.0760 0.155 -0.025 0.197 -0.0203
C -0.9118 -1.2521 -0.7769 0.545 -0.486 -0.135 -0.2671
N 0.0583 -1.4112 0.0408 -0.383 0.395 0.427 0.0920
N 1.0384 -2.3152 -0.1748 -0.316 -0.621 -1.161 0.0660
C 2.0951 -2.4268 0.6642 0.030 0.353 0.426 -0.4601
O 2.9482 -3.2715 0.5190 0.161 -0.095 0.047 0.0771
C 2.1287 -1.3683 1.7726 -0.024 -0.666 0.268 -0.0343
N 2.4000 -0.0735 1.2117 0.468 0.308 -0.354 -0.1406
C 3.4165 0.2566 0.4101 0.254 0.649 -0.363 0.0494
C 3.2412 1.6010 0.1024 -0.798 -1.035 0.859 -0.1409
N 4.0581 2.4036 -0.7194 0.316 0.180 -0.290 -0.3794
O 3.7387 3.5668 -0.8638 -0.086 0.229 -0.010 0.0836
O 5.0271 1.8776 -1.2319 0.234 -0.106 -0.121 0.0802
C 2.0664 1.9799 0.7856 0.509 -0.056 -0.284 -0.0467
N 1.5829 0.9529 1.4424 -0.661 0.373 0.500 0.0865
C -1.9286 -0.2767 -0.3850 -0.442 0.415 0.129 -0.1809
C -1.6251 0.7077 0.5627 -0.104 -0.103 -0.177 -0.0130
C -2.5681 1.6307 0.9508 -0.321 0.130 0.001 0.0025
C -3.8534 1.5911 0.4110 0.212 -0.403 -0.225 -0.3200
O -4.7529 2.5175 0.8193 -0.176 0.212 0.098 0.0626
C -4.1701 0.6068 -0.5193 -0.177 0.231 0.127 -0.0225
C -3.2185 -0.3122 -0.9142 0.345 -0.029 0.107 -0.0354
H -0.0911 -2.1722 -2.5372 0.013 -0.028 -0.051 0.0766
H -1.5430 -2.9631 -1.9080 -0.035 -0.077 -0.067 0.0964
H -1.6650 -1.4261 -2.7749 -0.013 -0.018 -0.045 0.0782
H 0.9931 -2.9840 -0.9440 0.074 0.170 0.229 0.1529
H 1.1548 -1.3081 2.2612 0.199 0.052 -0.025 0.1293
H 2.9071 -1.6480 2.4882 -0.131 0.011 -0.144 0.1377
H 4.1794 -0.4321 0.1089 0.140 -0.183 -0.053 0.1465
H 1.5918 2.9391 0.8041 -0.131 0.195 0.027 0.1209
H -0.6310 0.7425 0.9800 0.024 0.007 0.052 0.0742
H -2.3344 2.3958 1.6733 0.052 0.109 0.104 0.1189
H -5.5980 2.3843 0.3725 0.151 -0.023 0.040 0.1092
H -5.1687 0.5611 -0.9340 -0.081 -0.001 -0.026 0.1129
H -3.5030 -1.0757 -1.6217 -0.004 -0.064 -0.105 0.1074
```
Forces are in eV/Å.



E_tot, record by record: -32518.967, -17758.289, -126419.424, -34551.024, -47883.929, -29328.771 eV